Molecular formula: C48H51AsCdN6Se
Method: DFT, ωB97M-V/def2-TZVPD

As for the relative energy (zero: lowest compared OMol25 entry of this formula, charge and spin): 189.2 kJ/mol. The calculation puts the LUMO energy at -0.102 eV.

Cartesian coordinates (Å):
1 C 0.784 2.472 -1.991
2 C 0.428 -3.414 -2.864
3 H -1.494 0.510 1.852
4 H 0.065 -3.729 2.640
5 H 1.029 -1.431 -2.252
6 C 3.759 -4.086 1.879
7 H 0.634 3.434 -3.904
8 H 2.955 2.733 -1.928
9 H -0.526 4.074 -2.755
10 C -1.957 0.225 4.489
11 H 0.610 5.363 4.384
12 H 3.422 1.381 1.246
13 H 1.098 -1.707 -3.986
14 C 1.746 -6.482 -4.708
15 C 3.774 -2.706 1.732
16 C 2.218 2.045 -2.351
17 C 3.269 3.478 0.876
18 N 0.405 -2.001 0.345
19 H 2.505 -7.098 -4.220
20 C -3.355 4.117 -1.443
21 C 1.494 -4.105 1.032
22 As -1.072 -2.623 -0.569
23 C -1.159 2.622 4.443
24 C -3.804 1.817 -1.074
25 H -2.013 -6.448 -0.911
26 H -5.207 -5.230 0.397
27 H -1.154 -0.483 4.710
28 H -4.666 -4.386 -1.630
29 Cd 0.454 0.069 0.391
30 H -1.068 -3.212 3.888
31 C -1.420 1.436 3.769
32 H -1.180 1.769 -2.681
33 C -0.428 5.040 4.499
34 C -2.107 3.962 -0.833
35 H -4.546 -6.782 3.446
36 H -3.634 5.098 -1.802
37 C -1.004 -6.174 -0.587
38 C 0.777 2.768 -0.395
39 H 0.596 -4.661 0.807
40 C -0.864 -3.185 2.817
41 C -2.218 -3.635 0.677
42 Se -0.724 7.624 -0.578
43 H 0.324 -7.245 -2.534
44 C -4.212 3.047 -1.569
45 C 0.525 -1.919 -3.084
46 C -1.179 1.394 2.401
47 H 1.042 -7.158 -5.200
48 H -3.853 -2.819 -1.567
49 H -0.691 -2.152 2.529
50 H -5.892 -6.240 2.438
51 C -0.259 -3.990 -1.774
52 C 2.603 -4.773 1.530
53 N 0.628 6.522 -0.274
54 N -0.540 2.358 0.240
55 N 1.680 1.812 0.253
56 H -0.460 -1.465 -3.190
57 H 2.237 -5.884 -5.477
58 H -1.062 5.831 4.092
59 H -5.181 3.159 -2.040
60 H -2.955 -4.255 -2.033
61 C 1.041 -5.608 -3.703
62 H 0.204 0.978 -3.427
63 H -2.697 -0.298 3.882
64 H 2.718 -0.959 1.121
65 H 2.553 -5.849 1.655
66 C -3.402 -4.122 0.093
67 C -0.294 -5.392 -1.673
68 C 1.499 -2.715 0.843
69 N -1.881 6.308 -0.808
70 C -0.676 2.494 1.703
71 H -1.352 2.679 5.510
72 C -4.087 -5.079 2.214
73 H 4.223 3.716 1.325
74 H -2.422 0.506 5.435
75 C -2.026 -3.784 2.059
76 C -0.674 3.740 3.773
77 H 1.186 4.532 -2.638
78 C 0.196 5.289 -0.350
79 C 0.498 3.714 -2.855
80 H -1.108 -5.635 0.350
81 C 1.153 4.199 -0.105
82 C -1.253 5.178 -0.656
83 H -0.051 4.546 1.908
84 H -2.788 -4.650 3.858
85 C -0.182 1.377 -2.487
86 C 2.670 -2.038 1.228
87 H -0.313 0.523 -1.820
88 C -1.789 2.676 -0.404
89 C 1.061 -4.225 -3.799
90 C -2.955 -4.518 2.793
91 H 4.656 -2.141 2.011
92 H -0.462 -7.099 -0.389
93 C -3.735 -3.886 -1.364
94 C 2.830 2.182 0.812
95 C -0.442 3.670 2.402
96 C 2.364 4.480 0.451
97 C 0.353 -6.163 -2.636
98 H 2.454 1.040 -2.006
99 C -5.046 -5.901 3.037
100 C -4.307 -4.842 0.866
101 H -5.435 -5.326 3.881
102 H -0.642 4.946 5.563
103 H 2.605 5.524 0.623
104 H 1.591 -3.758 -4.623
105 H 4.622 -4.612 2.267
106 N -2.617 1.636 -0.512
107 H -4.445 0.943 -1.137
108 H 2.323 2.062 -3.439

Löwdin atomic charge list, values in e, 99 entries: C -0.452; C -0.278; H 0.076; H 0.059; H 0.038; C -0.111; H 0.093; H 0.089; H 0.075; C -0.043; H 0.085; H 0.100; H 0.078; C -0.049; C -0.101; C -0.051; C -0.103; N -0.444; H 0.081; C -0.007; C -0.082; As 1.271; C -0.003; C -0.122; H 0.090; H 0.113; H 0.080; H 0.077; Cd 1.447; H 0.077; C -0.254; H 0.080; C -0.039; C -0.089; H 0.081; H 0.111; C -0.052; C -0.344; H 0.074; C -0.057; C -0.327; Se 1.079; H 0.120; C -0.046; C -0.111; C -0.049; H 0.080; H 0.067; H 0.045; H 0.072; C -0.273; C -0.081; N -0.251; N -0.026; N -0.095; H 0.057; H 0.072; H 0.085; H 0.106; H 0.061; C -0.265; H 0.086; H 0.082; H 0.048; H 0.104; C -0.313; C -0.266; C -0.423; N -0.257; C -0.200; H 0.118; C -0.266; H 0.086; H 0.077; C -0.265; C -0.239; H 0.095; C -0.364; C -0.037; H 0.045; C -0.173; C -0.319; H 0.110; H 0.118; C -0.066; C -0.080; H 0.008; C -0.264; C -0.020; C -0.020; H 0.100; H 0.083; C -0.081; C -0.201; C 0.038; C -0.041; C -0.023; H 0.072; C -0.051


Molecular formula: C48H51BFeN8O3S2Te
Method: DFT, ωB97M-V/def2-TZVPD

The calculation puts the LUMO energy (alpha / beta) at 0.098 / 0.097 eV.

Cartesian coordinates (Å):
1 C 0.463 1.482 2.995
2 C -3.453 1.858 -3.831
3 H 0.343 -4.434 -3.092
4 O 1.879 -0.578 -0.802
5 C -4.482 4.870 0.537
6 H 4.158 0.768 -4.367
7 C -0.773 1.160 5.114
8 H 8.827 -0.797 -1.328
9 H -0.753 3.576 -1.679
10 C -4.312 2.833 1.827
11 C -3.559 4.936 2.752
12 H 6.636 -1.874 -1.816
13 H 3.703 -0.088 1.441
14 H -1.978 -0.329 1.765
15 C 2.227 2.166 -5.706
16 N -0.202 0.653 3.937
17 C 1.730 1.738 1.119
18 C 0.122 -2.827 -1.569
19 C 7.936 -0.194 -1.446
20 S -0.229 -1.850 2.668
21 C -1.509 1.712 -2.419
22 Te -4.416 0.712 1.943
23 C -4.678 3.500 0.660
24 C -3.759 3.568 2.873
25 C -2.136 -2.171 4.999
26 C 8.010 1.188 -1.314
27 H 1.541 -5.685 -0.944
28 H -1.508 -4.312 1.252
29 N 1.165 0.920 2.016
30 H -2.692 -2.118 5.932
31 N 2.450 -1.769 1.407
32 C 3.117 0.077 -2.651
33 C 1.631 3.116 1.135
34 H 2.081 3.701 0.347
35 C 5.574 -0.028 -1.886
36 H -3.114 -6.118 1.688
37 H -2.427 1.675 -0.434
38 C 1.899 0.060 -1.901
39 C -3.917 5.590 1.580
40 H -3.844 -4.615 2.274
41 H 6.922 3.036 -1.348
42 H 3.261 2.198 -6.048
43 C 3.213 0.773 -3.831
44 H -4.781 -3.610 -0.672
45 H 4.123 -4.143 2.768
46 H -4.381 -5.324 0.752
47 H 5.456 -1.730 2.720
48 N -0.763 0.360 -0.552
49 C -0.470 0.887 -1.706
50 H -1.905 1.453 1.871
51 N 2.610 -3.038 1.831
52 C 0.945 1.442 -3.667
53 N -1.429 -0.911 4.827
54 H -4.610 -1.879 -0.935
55 C 2.120 1.456 -4.381
56 C -2.361 0.600 1.375
57 H -0.204 3.310 3.942
58 S -2.876 -2.634 0.387
59 H -0.334 -1.978 -2.053
60 C 5.653 1.354 -1.748
61 N 1.079 -3.896 0.037
62 O -3.732 -2.196 1.544
63 H -0.568 2.142 5.486
64 H -4.205 1.371 -4.438
65 C -2.493 3.856 -2.909
66 H 2.245 -5.226 1.407
67 H 2.287 1.249 0.330
68 H -2.468 0.021 -3.318
69 H -3.489 3.060 3.793
70 H 1.641 1.666 -6.480
71 N 0.478 -2.741 -0.288
72 C 3.812 -3.178 2.402
73 C 1.094 -4.709 -1.026
74 C -2.478 1.098 -3.200
75 H -1.421 -2.992 5.036
76 H -2.494 4.932 -2.793
77 C -3.466 3.237 -3.683
78 H -2.111 0.179 6.549
79 Fe 0.691 -0.961 0.637
80 H 8.959 1.660 -1.094
81 C -3.422 -3.087 -2.305
82 H 0.096 1.971 -4.081
83 C 4.274 -0.734 -2.153
84 C -1.515 3.097 -2.284
85 H 1.868 3.195 -5.640
86 H 0.711 -4.269 2.241
87 C 6.868 1.961 -1.458
88 C 4.467 -1.962 2.366
89 H -3.131 5.496 3.575
90 C -1.520 0.187 5.651
91 C 6.723 -0.799 -1.725
92 H -2.852 -0.002 -0.614
93 C 0.930 3.686 2.185
94 C 3.567 -1.118 1.717
95 C -3.511 -5.149 1.386
96 C 0.478 -4.069 -2.089
97 H -4.183 -3.141 -3.085
98 H -4.228 3.829 -4.173
99 H 4.759 1.955 -1.860
100 C -0.608 -0.657 3.782
101 C -4.073 -2.830 -0.957
102 B 1.628 -4.191 1.457
103 C -2.151 0.673 -0.111
104 H -5.106 2.942 -0.164
105 H -2.171 -4.776 -0.307
106 C 0.352 2.866 3.134
107 H 0.821 4.759 2.272
108 H -3.760 6.656 1.483
109 C 0.797 0.786 -2.425
110 H -2.861 -4.021 -2.318
111 H -4.767 5.374 -0.378
112 C -2.430 -4.361 0.670
113 O 4.183 -1.927 -1.980
114 H -2.729 -2.285 -2.564
115 H -2.810 -2.322 4.155

Löwdin atomic charge list, values in e, 99 entries: C -0.238; C -0.065; H 0.092; O -0.132; C -0.094; H 0.130; C -0.036; H 0.102; H 0.125; C -0.557; C -0.099; H 0.119; H 0.095; H -0.044; C -0.057; N 0.037; C -0.112; C -0.151; C -0.075; S 0.867; C -0.237; Te 1.328; C -0.149; C -0.161; C -0.021; C -0.089; H 0.118; H 0.057; N 0.130; H 0.093; N -0.031; C -0.080; C -0.035; H 0.111; C -0.142; H 0.079; H 0.098; C -0.300; C -0.097; H 0.066; H 0.100; H 0.071; C 0.011; H 0.086; H 0.117; H 0.068; H 0.087; N 0.110; C -0.190; H 0.041; N -0.060; C 0.015; N -0.114; H 0.082; C -0.267; C -0.515; H 0.097; S 0.859; H 0.100; C -0.031; N -0.048; O -0.631; H 0.112; H 0.105; C -0.074; H 0.073; H 0.097; H 0.114; H 0.082; H 0.078; N -0.025; C -0.088; C -0.075; C -0.028; H 0.088; H 0.104; C -0.085; H 0.128; Fe 0.366; H 0.101; C -0.126; H 0.118; C -0.300; C -0.040; H 0.075; H 0.022; C -0.082; C -0.057; H 0.098; C -0.032; C -0.014; H 0.084; C -0.042; C -0.141; C -0.120; C -0.050; H 0.077; H 0.101; H 0.111


no.,E (Ha)
1,-6993.13646
2,-4876.47499